A cluster of 2 separate species, C5H11NO in total. Source: OMol25; level of theory: ωB97M-V/def2-TZVPD.

## Properties
SMILES string: CCN1C[C@H]1C=O.[H][H]
HOMO level (eV): -9.53
Molar mass (g/mol): 101.15
HOMO-LUMO gap (eV): 10.44

```
18
C5H11NO, DFT ωB97M-V/def2-TZVPD
C -1.9184 -1.1556 -0.2038
C -1.3581 -0.0406 0.6644
N 0.0769 0.1040 0.4433
C 0.6411 1.3979 0.7125
C 0.4386 0.9449 -0.6951
C 1.6186 0.5032 -1.5000
O 2.6305 0.0642 -1.0094
H -2.9883 -1.2938 -0.0186
H -1.4001 -2.0957 0.0066
H -1.7850 -0.9257 -1.2672
H -1.8942 0.9060 0.4660
H -1.4993 -0.2745 1.7257
H -0.0202 2.1872 1.0725
H 1.6524 1.3940 1.1120
H -0.3789 1.4020 -1.2554
H 1.5203 0.6165 -2.6000
H 2.6398 -1.9834 1.3354
H 2.0802 -1.5903 1.0387
```

---

A cluster of 2 separate species, C5H11NO in total. Source: OMol25; level of theory: ωB97M-V/def2-TZVPD.

## Properties
SMILES string: C=N/C=C/CC.O
HOMO level (eV): -8.42
Molar mass (g/mol): 101.15
HOMO-LUMO gap (eV): 8.98

```
18
C5H11NO, DFT ωB97M-V/def2-TZVPD
C 2.7091 -0.7978 -0.1530
C 2.2563 0.6226 0.4760
C 0.8410 0.5607 1.0364
C -0.0999 -0.0983 0.3237
N -1.3973 -0.3016 0.8957
C -2.1772 0.6990 0.9069
H 2.4157 -1.6812 0.4195
H 3.8071 -0.8183 -0.1393
H 2.3371 -0.8122 -1.1238
H 2.4941 1.3756 -0.3720
H 2.8671 0.7952 1.5782
H 0.4733 0.8706 1.9903
H 0.1911 -0.7186 -0.4262
H -2.8791 0.9825 1.7042
H -2.4502 1.1473 -0.1491
H -1.5750 -0.5991 -1.7193
H -1.5873 -0.8328 -3.2758
O -2.1860 -0.4394 -2.5372
```

---

An isolated molecule of C5H11NO. Source: OMol25; level of theory: ωB97M-V/def2-TZVPD.

## Properties
SMILES string: C[C@H](C=O)N(C)C
HOMO level (eV): -9.00
Molar mass (g/mol): 101.15
HOMO-LUMO gap (eV): 9.86

```
18
C5H11NO, DFT ωB97M-V/def2-TZVPD
C -1.3288 0.6267 -0.5587
N -0.1029 0.7730 0.3021
C -0.6135 0.8529 1.6633
C 1.6541 -0.0540 -1.1598
C 0.7491 -0.4850 -0.0056
C -0.0831 -1.7119 -0.2536
O 0.2305 -2.4357 -1.1671
H -0.8978 0.4826 -1.5699
H -1.8731 1.5736 -0.4919
H -1.9683 -0.2391 -0.3411
H -1.5733 0.4017 1.9851
H 0.1041 0.4385 2.4362
H -0.6399 1.9358 1.8711
H 1.4127 -0.4987 -2.1097
H 1.5648 1.0195 -1.2321
H 2.7111 -0.1781 -0.8983
H 1.3371 -0.4696 0.9047
H -0.6827 -2.0321 0.6253
```

---

A cluster of 2 separate species, C5H11NO in total. Source: OMol25; level of theory: ωB97M-V/def2-TZVPD.

## Properties
SMILES string: C/C=C/C=C/N.O
HOMO level (eV): -7.88
Molar mass (g/mol): 101.15
HOMO-LUMO gap (eV): 8.82

```
18
C5H11NO, DFT ωB97M-V/def2-TZVPD
N 1.2231 0.8921 -2.4988
C 0.7312 0.7443 -1.1806
C -0.5024 1.1241 -0.8385
C -1.1125 0.9270 0.4657
C -1.1506 -0.2006 1.1705
C -1.6984 -0.2915 2.5554
H 2.1902 0.8603 -2.5858
H 0.9073 1.7422 -2.9386
H 1.5355 0.3212 -0.5976
H -0.9910 1.6237 -1.6735
H -1.6333 1.8230 0.8121
H -1.0120 -1.0812 0.5571
H -2.3691 -1.1416 2.6805
H -0.8588 -0.3761 3.2520
H -2.2338 0.6051 2.8738
H 2.6046 -3.2683 -0.7915
H 1.7484 -1.9978 -0.5066
O 2.6217 -2.3060 -0.7553
```